DFT (the ωB97M-V functional and the def2-TZVPD basis) results for a 2-piece molecular cluster, CH2F2O3S overall.

Output
* LUMO level (spin up / spin down): -1.9 / -1.7 eV
* HOMO (spin up / spin down): -12.23 / -10.57 eV
* calculated total energy: -862.56634 hartree

Structure (XYZ):
```
9
CH2F2O3S, DFT the ωB97M-V functional and the def2-TZVPD basis
C -0.06 0.10 -0.20
O 2.14 -0.60 -1.56
O 1.99 -1.33 0.67
O 1.78 1.19 0.17
F 3.30 -1.76 0.46
F 3.37 2.11 0.41
S 1.58 -0.11 -0.38
H -0.54 0.36 0.81
H -0.46 0.53 -1.11
```



DFT (the ωB97M-V functional and the def2-TZVPD basis) results for C6H8OS in the gas phase.

Output
* LUMO level: 0.7 eV
* SMILES string: O=C1[C@H]2C[C@H](C2)[C@@H]1S
* HOMO: -9.27 eV
* calculated total energy: -706.81062 hartree

Structure (XYZ):
```
16
C6H8OS, DFT the ωB97M-V functional and the def2-TZVPD basis
O 0.14 2.21 0.00
C -0.26 1.08 -0.06
C -1.57 0.47 0.40
C -1.02 -0.79 1.13
C -0.57 -1.20 -0.29
C -1.86 -0.50 -0.77
C 0.49 -0.16 -0.63
S 2.12 -0.32 0.14
H -2.29 1.15 0.81
H -1.83 -1.42 1.54
H -0.28 -0.63 1.91
H -0.35 -2.23 -0.57
H -1.88 -0.09 -1.83
H -2.77 -1.11 -0.60
H 0.61 -0.03 -1.75
H 2.44 -1.53 -0.43
```



DFT (the ωB97M-V functional and the def2-TZVPD basis) results for C26H20N4 in the gas phase.

Output
* LUMO level: 0.4 eV
* SMILES string: c1ccc(CN2c3ccccc3-c3nc4ccccc4n3[C@H]2c2ccccn2)cc1
* HOMO: -7.74 eV
* calculated total energy: -1221.74235 hartree

Structure (XYZ):
```
50
C26H20N4, DFT the ωB97M-V functional and the def2-TZVPD basis
C 0.39 1.31 -4.25
C 1.24 1.73 -3.27
C 0.73 1.92 -1.97
C -0.61 1.54 -1.70
C -1.28 1.62 -0.38
N -0.84 0.57 0.57
C -0.19 0.78 1.75
C -0.17 2.04 2.47
C 0.74 2.27 3.59
C 1.64 1.27 4.04
C 1.62 0.02 3.32
C 0.71 -0.20 2.24
C 0.74 -1.53 1.49
N 1.79 -2.36 1.48
C 1.35 -3.30 0.57
C 1.91 -4.50 0.11
C 1.25 -5.36 -0.82
C -0.10 -5.04 -1.22
C -0.64 -3.87 -0.81
C 0.05 -3.02 0.06
N -0.27 -1.74 0.59
C -1.30 -0.77 0.22
C -2.71 -1.01 0.74
C -2.76 -1.34 2.12
C -3.99 -1.52 2.68
C -5.15 -1.37 1.87
C -5.07 -0.76 0.63
N -3.83 -0.63 0.13
C -1.46 1.03 -2.77
C -0.91 0.93 -4.01
H 0.71 1.38 -5.28
H 2.28 1.89 -3.59
H 1.40 2.31 -1.25
H -2.34 1.55 -0.44
H -1.05 2.64 -0.03
H -0.81 2.88 2.06
H 0.67 3.16 4.19
H 2.25 1.31 4.93
H 2.23 -0.88 3.57
H 2.91 -4.68 0.44
H 1.60 -6.32 -1.16
H -0.60 -5.69 -1.92
H -1.64 -3.59 -1.00
H -1.55 -0.91 -0.80
H -1.86 -1.45 2.69
H -3.96 -1.98 3.62
H -6.06 -1.65 2.43
H -5.93 -0.28 0.14
H -2.46 0.75 -2.56
H -1.50 0.70 -4.83
```



DFT (the ωB97M-V functional and the def2-TZVPD basis) results for an isolated ion of composition C6H13N4O and charge +1.

Output
* LUMO level: -3.9 eV
* SMILES string: COCCCn1cnc(N)[nH+]1
* total charge: +1
* HOMO: -13.14 eV
* calculated total energy: -530.34755 hartree

Structure (XYZ):
```
24
C6H13N4O, DFT the ωB97M-V functional and the def2-TZVPD basis
C -1.67 -2.47 0.90
O -1.51 -2.44 -0.54
C -0.69 -1.30 -0.92
C 0.87 -1.59 -0.70
C 1.81 -0.29 -0.75
N 1.15 0.80 0.03
C 1.13 1.09 1.42
N 0.31 2.24 1.71
C -0.12 2.57 0.37
N -0.95 3.61 0.16
N 0.39 1.71 -0.65
H -2.10 -3.50 1.17
H -2.39 -1.68 1.30
H -0.68 -2.37 1.47
H -1.10 -0.41 -0.34
H -0.84 -1.12 -2.05
H 1.07 -2.19 0.26
H 1.23 -2.27 -1.56
H 2.79 -0.58 -0.22
H 2.04 -0.03 -1.83
H 1.68 0.51 2.23
H -1.78 3.67 0.77
H -0.86 4.31 -0.58
H 0.24 1.71 -1.67
```



DFT (the ωB97M-V functional and the def2-TZVPD basis) results for a 4-piece molecular cluster, C26H25Br2ClO16S overall.

Output
* LUMO level: -1.9 eV
* SMILES string: CC[C@H](Cl)[C@]1([C@H](Br)[C@@H](C)Br)COS(=O)(=O)O1.O=C1C=C(O)C(=O)C=C1O.O=C1C=C(O)C(=O)C=C1O.O=C1C=C(O)C(=O)C=C1O
* HOMO: -9.42 eV
* calculated total energy: -8215.96930 hartree

Structure (XYZ):
```
71
C26H25Br2ClO16S, DFT the ωB97M-V functional and the def2-TZVPD basis
C -2.80 -2.28 -4.88
C -1.42 -1.76 -5.28
C -1.35 -0.25 -5.20
Cl 0.12 0.33 -6.03
C -1.55 0.36 -3.76
C -1.16 -0.60 -2.60
Br -2.34 -0.40 -1.05
C 0.30 -0.67 -2.09
C 1.35 -0.72 -3.18
Br 0.87 0.61 -0.76
C -2.98 0.93 -3.73
O -2.96 2.14 -3.01
S -1.56 2.86 -3.20
O -1.58 3.78 -4.26
O -1.16 3.31 -1.94
O -0.78 1.59 -3.68
H -2.77 -3.35 -4.78
H -3.55 -2.00 -5.62
H -3.14 -1.88 -3.93
H -1.28 -2.04 -6.32
H -0.68 -2.23 -4.64
H -2.15 0.13 -5.82
H -1.37 -1.61 -2.92
H 0.34 -1.61 -1.54
H 1.06 -1.40 -3.98
H 2.26 -1.10 -2.74
H 1.56 0.27 -3.56
H -3.31 1.18 -4.74
H -3.72 0.24 -3.36
O -2.34 3.54 1.52
C -1.66 3.65 2.52
C -2.20 3.95 3.83
C -1.37 4.06 4.88
O -1.76 4.33 6.11
C 0.12 3.88 4.73
O 0.79 4.02 5.75
C 0.66 3.56 3.43
C -0.17 3.45 2.38
O 0.24 3.16 1.17
H -3.27 4.08 3.93
H -0.95 4.35 6.66
H 1.73 3.42 3.35
H -0.53 3.15 0.56
O 7.45 4.66 5.91
C 6.48 4.50 6.62
C 6.55 4.10 8.01
C 5.41 3.94 8.70
O 5.37 3.58 9.97
C 4.05 4.16 8.08
O 3.08 3.96 8.79
C 3.98 4.57 6.69
C 5.12 4.74 6.00
O 5.16 5.12 4.73
H 7.52 3.95 8.45
H 4.42 3.54 10.21
H 3.01 4.74 6.25
H 6.11 5.15 4.49
O -1.44 -9.60 -1.52
C -1.64 -8.74 -2.35
C -1.10 -8.75 -3.69
C -1.38 -7.73 -4.52
O -0.93 -7.65 -5.76
C -2.23 -6.56 -4.09
O -2.41 -5.68 -4.91
C -2.79 -6.56 -2.76
C -2.52 -7.58 -1.93
O -2.99 -7.66 -0.70
H -0.48 -9.58 -3.98
H -1.27 -6.82 -6.13
H -3.42 -5.73 -2.47
H -2.63 -8.50 -0.33
```



DFT (the ωB97M-V functional and the def2-TZVPD basis) results for C29H50F6HfNO20 as an isolated structure.

Output
* LUMO level: -4.8 eV
* total charge: +1
* HOMO: -11.20 eV
* calculated total energy: -3341.34887 hartree

Structure (XYZ):
```
107
C29H50F6HfNO20, DFT the ωB97M-V functional and the def2-TZVPD basis
Hf -2.51 -1.28 0.69
C -0.76 -3.05 3.42
O 0.28 -3.11 2.38
O -1.85 -2.34 2.82
C -1.08 -4.51 4.05
F -0.05 -5.00 4.75
F -2.12 -4.55 4.89
F -1.29 -5.36 3.05
C 1.61 -3.59 2.60
C 2.44 -3.42 1.33
H 2.32 -4.24 0.63
H 2.06 -2.54 0.80
H 3.50 -3.30 1.54
H 1.65 -4.61 2.98
H 2.09 -2.91 3.31
H -0.36 -2.41 4.20
N -3.10 -2.03 -2.76
O -2.70 -1.80 -1.66
O -2.63 -1.52 -3.75
O -4.16 -2.62 -2.82
O 1.48 0.20 0.21
C 0.29 -0.21 0.35
O -0.51 0.19 1.20
O -0.29 -0.97 -0.44
H 1.65 -0.30 -0.59
C 1.24 0.50 4.05
O 1.41 1.41 5.12
C 1.03 2.73 4.67
C 1.46 3.76 5.75
O 0.70 4.99 5.61
C 1.01 5.89 6.64
H 0.20 0.30 3.80
H 1.74 -0.41 4.40
H 1.78 0.73 3.13
H 0.03 2.77 4.24
H 1.62 2.97 3.78
H 2.52 3.98 5.66
H 1.33 3.27 6.71
H 0.64 5.52 7.59
H 0.54 6.85 6.43
H 2.09 6.01 6.76
C -1.06 1.06 -8.87
O -1.23 1.14 -7.42
C -0.06 1.67 -6.78
C -0.35 1.83 -5.26
O -0.82 0.66 -4.60
C 0.26 -0.07 -3.94
H -0.99 2.03 -9.36
H -1.94 0.57 -9.28
H -0.17 0.48 -9.12
H 0.27 2.60 -7.25
H 0.75 0.96 -6.94
H -1.21 2.50 -5.25
H 0.37 2.31 -4.60
H -0.15 -0.91 -3.39
H 0.78 0.47 -3.15
H 1.01 -0.58 -4.54
O -1.25 -3.31 0.16
C -0.64 -4.20 -0.42
O -0.94 -5.46 -0.34
C -0.02 -6.28 -1.11
C 0.73 -5.29 -2.02
C 0.34 -3.87 -1.55
H -0.72 -6.97 -1.59
H 0.67 -6.73 -0.39
H 0.44 -5.53 -3.04
H 1.80 -5.48 -1.93
H -0.20 -3.35 -2.35
H 1.14 -3.22 -1.19
O -3.17 0.57 2.13
C -3.45 1.59 2.75
O -2.53 2.50 3.03
C -3.16 3.58 3.76
C -4.62 3.58 3.30
C -4.84 2.10 3.03
H -2.63 4.51 3.59
H -3.04 3.35 4.82
H -4.65 4.06 2.32
H -5.25 4.07 4.04
H -5.54 1.90 2.22
H -5.10 1.58 3.95
O -2.64 0.72 -0.77
C -2.69 1.83 -1.24
O -2.36 2.90 -0.47
C -2.16 4.07 -1.23
C -2.85 3.81 -2.54
C -2.96 2.25 -2.64
H -1.11 4.28 -1.45
H -2.60 4.94 -0.75
H -2.37 4.26 -3.41
H -3.84 4.25 -2.47
H -2.26 1.72 -3.29
H -3.97 1.96 -2.93
C 5.46 0.14 0.33
C 5.41 0.44 -1.17
O 5.34 -0.77 -1.87
C 4.19 -1.51 -1.94
O 3.05 -1.06 -1.68
C 4.29 -2.92 -2.50
F 5.52 -3.30 -2.79
F 3.69 -3.79 -1.65
F 3.67 -3.01 -3.66
H 4.63 -0.48 0.67
H 5.27 1.06 0.87
H 6.34 -0.35 0.74
H 6.24 1.05 -1.55
H 4.61 1.09 -1.51
```